No. 1
Below is a 7-piece molecular cluster, C5H24N2O6 overall at a distorted geometry, with properties calculated with ωB97M-V with the def2-TZVPD basis set.

## Properties
Maximum force: 6.14 eV/Å
HOMO energy: -0.3183 Ha
2S+1: 1
Orbital gap: 9.0 eV
Energy above the lowest of the compared OMol25 structures with the same formula, charge and spin: 3.8460 eV
Charge: 0
SMILES: C=C(N)C[C@@H](C)N.O.O.O.O.O.O

Each line ends with the Mulliken charge.
CARTESIAN COORDINATES (ANGSTROEM)
H 0.56 -4.04 1.40  0.2642
O -1.85 -0.40 -2.86  -0.6145
H 3.32 2.12 -0.94  0.2561
H -1.31 2.70 1.74  0.2689
H -1.84 -2.93 -0.22  0.3067
H -3.61 -0.59 0.54  0.3033
H -3.43 -3.09 -0.29  0.3072
O -1.26 -2.10 2.77  -0.6381
H 0.12 -0.78 -4.33  0.3058
C 0.37 1.83 0.96  0.4522
N 2.57 -0.87 0.52  -0.4951
O -2.59 -3.26 0.27  -0.6446
C 3.34 1.10 -0.45  -1.1489
H -1.28 2.39 0.10  0.2528
H 0.94 1.46 -1.09  0.3407
O 0.89 -0.50 -3.93  -0.6194
H -1.74 -1.34 2.53  0.2704
H 0.87 -2.52 1.56  0.3505
H 0.73 3.79 1.82  0.5235
H 0.56 1.48 2.13  0.1291
H -1.63 -2.89 2.17  0.3613
C 1.02 3.28 0.96  -1.3975
H -2.36 0.31 -3.24  0.2943
H 3.37 -1.26 0.19  0.1749
O 0.34 -3.17 1.07  -0.5886
H 1.88 -1.48 0.36  0.2310
H 4.35 0.60 -0.51  0.2077
H 0.26 0.17 -0.21  0.3294
H 0.81 3.82 0.02  0.3178
H -3.75 0.80 0.65  0.2808
H -1.43 -0.08 -2.12  0.3093
H 1.46 -1.33 -3.58  0.3184
H 2.16 3.16 1.06  0.2908
N -1.08 2.03 1.01  -0.4790
O -4.02 0.18 0.04  -0.5997
C 2.36 0.46 0.05  0.6966
C 0.93 0.93 -0.15  -0.9185

No. 2
Below is a 7-piece molecular cluster, C5H25N2O7 overall at a distorted geometry, with properties calculated with ωB97M-V with the def2-TZVPD basis set.

## Properties
Maximum force: 4.04 eV/Å
HOMO energy: -0.4567 Ha
2S+1: 1
Orbital gap: 9.7 eV
Energy above the lowest of the compared OMol25 structures with the same formula, charge and spin: 2.6497 eV
Charge: +1

Each line ends with the Mulliken charge.
CARTESIAN COORDINATES (ANGSTROEM)
O 0.43 -2.61 1.31  -0.5204
O -1.36 -0.38 3.58  -0.6119
O 0.42 3.37 -1.68  -0.5908
H 3.48 0.18 -2.09  0.3322
H -0.36 3.94 -1.68  0.3029
C 2.50 -0.25 -2.33  -0.5327
O 0.13 2.84 2.03  -0.5809
C -0.89 0.81 -1.54  -1.5855
H 0.12 3.37 2.82  0.2825
O -1.17 -2.37 -1.38  -0.6837
H -2.27 -0.19 0.18  0.4818
H 0.90 1.03 2.28  0.3182
H -1.20 -0.75 1.42  0.3119
H 0.75 -0.19 -0.37  0.6665
H -2.09 -0.51 4.14  0.2627
H -4.42 -0.80 -0.47  0.3087
N -1.23 -0.15 0.59  -0.1551
N 0.97 -2.15 -1.80  -0.0421
C 2.35 -1.57 -1.60  -0.5784
C -0.31 -0.29 -0.60  0.3585
H -0.36 0.81 -2.49  0.3869
H -0.08 3.46 1.29  0.2757
O -3.44 -0.71 -0.64  -0.5739
H 1.24 3.74 -1.36  0.2858
H -0.65 0.25 3.73  0.3610
H 0.33 -3.56 1.35  0.2631
H -0.97 0.70 1.02  0.2287
O 0.96 0.61 3.12  -0.5948
C -0.16 -1.69 -1.23  -0.3308
H 3.18 -2.33 -1.87  0.3540
H -1.90 0.65 -1.91  0.5350
H 2.38 -1.54 -0.52  0.3185
H 2.21 -0.15 -3.35  0.3284
H -0.81 1.74 -0.99  0.3764
H 1.63 1.10 3.70  0.2681
H 0.92 -2.96 -2.30  0.2847
H 1.81 0.38 -1.76  -0.0804
H -3.37 -1.65 -0.71  0.2813
H 0.32 -2.16 2.10  0.2884

No. 3
Below is a 7-piece molecular cluster, C5H25NO6 overall at a distorted geometry, with properties calculated with ωB97M-V with the def2-TZVPD basis set.

## Properties
Maximum force: 1.50 eV/Å
HOMO energy: -0.3296 Ha
2S+1: 1
Orbital gap: 9.4 eV
Energy above the lowest of the compared OMol25 structures with the same formula, charge and spin: 0.9458 eV
Charge: 0
SMILES: CCNC(C)C.O.O.O.O.O.O

Each line ends with the Mulliken charge.
CARTESIAN COORDINATES (ANGSTROEM)
H 0.26 3.00 -0.23  0.2859
H -2.53 3.35 2.69  0.2898
H -1.83 1.51 -2.25  0.3492
H 1.67 -2.38 1.46  0.3041
H -1.94 -1.11 -3.20  0.3516
H -0.65 -3.69 2.98  0.2834
H -2.09 -1.85 0.10  0.3255
H 0.33 -0.34 1.42  0.0890
H 3.32 2.05 1.80  0.3325
O 2.41 -2.34 -2.77  -0.6343
N -1.09 0.64 -0.47  -0.0465
O -0.40 -3.12 2.25  -0.6423
C 0.36 0.81 -0.54  0.5878
C 0.83 2.25 -0.78  -1.5137
O 3.03 2.53 2.57  -0.6318
H 1.78 -3.42 0.35  0.3042
O 2.21 -2.64 0.71  -0.6010
H 2.50 2.00 3.16  0.3068
O -2.21 -1.57 1.01  -0.7633
C -1.81 0.54 -1.75  -0.5839
H 0.76 2.50 -1.84  0.4183
H -1.67 -0.76 1.06  0.3642
H -2.81 0.18 -1.52  0.4516
H 2.16 -2.18 -1.85  0.3115
H 0.82 1.16 1.57  0.1310
H -1.51 1.39 0.04  0.1236
H 1.94 -0.04 0.73  0.4799
C 0.94 0.36 0.82  -1.1543
C -1.21 -0.49 -2.70  -1.2024
H -3.54 3.29 1.63  0.2960
H 1.86 2.37 -0.47  0.3969
O -2.61 3.04 1.78  -0.5916
H -1.18 -2.60 1.94  0.4403
H 2.33 -3.28 -2.83  0.3113
H -0.64 -1.23 -2.12  0.2950
H -0.53 -0.08 -3.45  0.3410
H 0.73 0.15 -1.32  0.1944

No. 4
Below is a 7-piece molecular cluster, C5H25NO6 overall at a distorted geometry, with properties calculated with ωB97M-V with the def2-TZVPD basis set.

## Properties
Maximum force: 2.13 eV/Å
HOMO energy: -0.3530 Ha
2S+1: 1
Orbital gap: 10.2 eV
Energy above the lowest of the compared OMol25 structures with the same formula, charge and spin: 0.0000 eV
Charge: 0
SMILES: CCN(C)CC.O.O.O.O.O.O

Each line ends with the Mulliken charge.
CARTESIAN COORDINATES (ANGSTROEM)
H 1.97 -1.01 -1.41  0.3913
H 1.57 1.32 -1.33  0.4269
H -2.69 4.06 1.22  0.4398
C -1.42 -0.07 -0.07  0.0145
C -1.79 3.51 1.01  -1.1473
H -3.03 1.77 0.43  0.3751
C 0.13 1.08 1.43  -0.9124
O 0.10 -2.59 1.90  -0.8019
H 0.99 0.64 0.93  0.1785
H -0.14 2.25 -0.89  0.3164
H 0.42 2.09 1.80  0.2716
H -0.16 0.49 2.33  0.3164
O 2.29 0.67 -1.26  -0.6857
H -1.43 3.83 0.03  0.2126
H 2.99 0.95 -1.80  0.2442
H 1.75 -2.54 1.43  0.4769
O 0.44 2.55 -1.64  -0.8040
N -0.98 1.24 0.46  0.6797
H 2.37 -2.28 -0.57  0.4339
C -2.10 2.01 1.03  -0.6055
H -0.96 3.75 1.79  0.2341
H -1.10 -2.98 -1.35  0.2564
H -2.40 1.72 2.06  0.2978
H -1.26 0.45 -2.19  0.2295
H -0.27 -1.74 1.81  0.2886
H -0.09 2.51 -2.44  0.3212
O 2.68 -2.42 1.15  -0.7349
H -0.21 -3.00 1.08  0.4291
H -2.47 -0.82 -1.83  0.4279
H 0.42 -2.77 -1.01  0.4188
C -2.00 0.10 -1.47  -1.4094
H -2.80 0.83 -1.53  0.3660
H -0.54 -0.75 -0.13  -0.0769
O -0.41 -3.09 -0.69  -0.6853
H 3.01 -1.67 1.62  0.2771
O 1.93 -1.99 -1.39  -0.8066
H -2.14 -0.55 0.56  0.3453

No. 5
Below is a 7-piece molecular cluster, C5H25NO7 overall at a distorted geometry, with properties calculated with ωB97M-V with the def2-TZVPD basis set.

## Properties
Maximum force: 2.11 eV/Å
HOMO energy: -0.3013 Ha
2S+1: 1
Orbital gap: 8.6 eV
Energy above the lowest of the compared OMol25 structures with the same formula, charge and spin: 1.1725 eV
Charge: 0
SMILES: CNCC[C@H](C)O.O.O.O.O.O.O

Each line ends with the Mulliken charge.
CARTESIAN COORDINATES (ANGSTROEM)
H -1.31 -2.95 -1.36  0.3157
C 0.53 1.54 1.45  1.1633
H 0.72 1.00 0.53  -0.1194
O 0.11 1.35 -3.46  -0.6917
H 0.67 1.77 -2.81  0.3410
H 2.33 0.36 -3.23  0.2912
H -3.35 -0.07 0.46  0.3095
H -1.58 0.77 -0.53  0.2974
H -1.81 -2.03 -0.40  0.3795
H -0.28 -0.55 -2.78  0.3378
H 2.99 -0.63 -2.16  0.2482
N 0.36 -1.55 1.42  -0.1622
H 0.68 -1.66 -2.57  0.3112
C 1.59 2.66 1.62  -1.4407
H 1.89 2.73 2.66  0.3212
H -0.53 -1.15 1.17  0.1444
H -1.10 2.27 2.24  0.2875
C 1.16 -0.74 2.32  -0.8015
O -2.60 -0.51 0.89  -0.6169
O -0.27 -1.50 -2.62  -0.6257
H 2.38 2.54 0.88  0.3192
H 1.16 3.62 1.34  0.3734
H 1.60 -1.65 -0.35  -0.0306
H -1.89 2.26 -0.54  0.2704
H -0.72 1.34 -2.95  0.3311
H 0.90 0.95 3.63  0.5335
C 0.53 0.60 2.68  -1.1291
O -1.47 1.57 -1.06  -0.6243
H -2.88 -1.43 0.80  0.2636
C 1.01 -2.26 0.36  -0.6797
O -0.79 2.12 1.35  -0.5395
H 0.29 -2.95 -0.07  0.4814
O 2.22 -0.11 -2.41  -0.5724
H 2.16 -0.59 1.90  0.3137
H -0.55 0.45 2.77  0.3437
H 1.79 -2.97 0.68  0.3630
H 1.26 -1.34 3.23  0.3927
O -1.91 -2.97 -0.59  -0.7000

No. 6
Below is a 8-piece molecular cluster, C5H25NO8S overall at a distorted geometry, with properties calculated with ωB97M-V with the def2-TZVPD basis set.

## Properties
Maximum force: 2.10 eV/Å
HOMO energy: -0.3270 Ha
2S+1: 1
Orbital gap: 9.2 eV
Energy above the lowest of the compared OMol25 structures with the same formula, charge and spin: 0.0000 eV
Charge: 0
SMILES: CN(C)C(=O)CCS.O.O.O.O.O.O.O

Each line ends with the Mulliken charge.
CARTESIAN COORDINATES (ANGSTROEM)
H -0.11 3.63 1.99  0.2682
O -1.20 -2.35 0.78  -0.7159
O 0.65 -0.47 -3.82  -0.5439
C 1.35 -2.67 -0.04  -1.1737
H -1.02 0.06 4.07  0.3187
S -2.27 0.40 -2.66  -0.3149
C -2.62 -0.21 -0.97  -0.9555
H -2.19 0.00 3.01  0.3307
O -0.23 2.95 1.32  -0.6227
H -0.98 0.83 -0.07  -0.5563
H 1.52 -0.54 -1.76  0.3896
C -1.46 -0.12 0.01  1.1412
H -0.56 2.19 1.81  0.3263
H 2.38 -0.28 -0.33  0.4470
H 1.64 -0.51 2.76  0.3416
H -2.94 -1.23 -1.18  0.4290
H -0.15 -0.43 -4.36  0.2634
H 0.80 -3.45 -0.55  0.4160
H -1.91 -0.06 1.01  -0.5357
H 2.07 2.26 -1.83  0.3313
H 3.05 -1.04 3.34  0.2919
C -0.70 -1.42 0.16  0.6451
O -0.85 3.46 -1.48  -0.6810
H 1.38 -0.68 -4.40  0.2555
H 2.36 -2.65 -0.42  0.4158
H 1.37 1.87 -3.16  0.3661
O 2.58 -0.64 2.60  -0.5967
H 0.10 -2.10 2.28  0.3056
H -0.80 3.35 -0.52  0.2920
H 0.92 0.65 -0.73  0.0871
H -0.05 3.12 -1.92  0.4237
C 1.36 -0.33 -0.70  -0.9325
N 0.64 -1.42 -0.10  0.3333
O -1.66 0.58 3.56  -0.6391
H -0.53 -2.27 3.67  0.3007
H -3.53 0.30 -0.67  0.4444
H 1.46 -3.05 0.97  0.3346
H -1.64 1.54 -2.34  0.1610
O 0.21 -1.87 3.22  -0.6875
O 1.56 2.62 -2.57  -0.7043

No. 7
Below is a 9-piece molecular cluster, C5H25NO9 overall at a distorted geometry, with properties calculated with ωB97M-V with the def2-TZVPD basis set.

## Properties
Maximum force: 1.51 eV/Å
HOMO energy: -0.3615 Ha
2S+1: 1
Orbital gap: 10.2 eV
Energy above the lowest of the compared OMol25 structures with the same formula, charge and spin: 0.7346 eV
Charge: 0
SMILES: C=CCCC(N)=O.O.O.O.O.O.O.O.O

Each line ends with the Mulliken charge.
CARTESIAN COORDINATES (ANGSTROEM)
H 0.53 3.93 -0.26  0.3042
C 1.30 -0.22 -0.32  0.7527
O -1.93 1.95 0.61  -0.5863
C 2.32 -0.95 0.49  -0.8658
O -0.75 2.29 -2.11  -0.6141
H 2.17 2.21 2.09  0.3113
C 0.63 -2.92 0.37  -0.1055
H -1.81 -0.93 -2.82  0.3617
H 1.65 -3.66 -1.30  0.2268
O -3.45 -0.59 0.41  -0.5988
H -1.09 -0.30 -1.76  0.3214
H -1.21 1.99 -2.90  0.3238
H 0.93 2.74 2.95  0.3101
H 3.21 -1.12 -0.10  0.3816
C 0.69 -3.57 -0.78  -0.7544
H 0.47 -0.82 -3.13  0.5388
C 1.79 -2.32 1.09  -0.7013
H 0.28 -1.97 -4.12  0.3014
H -3.94 -1.42 0.42  0.2799
O 0.36 4.07 0.68  -0.6206
O 1.64 2.10 2.88  -0.6690
H 0.40 -0.46 4.42  0.3272
H 2.56 -0.35 1.37  0.1744
O -0.34 -0.92 4.01  -0.6332
H -2.87 -0.70 -0.36  0.3635
H -0.35 -2.80 0.82  0.3472
O 1.08 -0.45 -1.52  -0.7329
O -2.03 -0.43 -2.01  -0.6935
H -0.58 3.85 0.75  0.3166
N 0.70 0.81 0.28  0.1625
H -0.65 -0.35 3.30  0.2802
H 1.49 -2.00 2.09  0.2905
O -0.05 -1.08 -3.91  -0.7058
H -0.08 1.22 -0.22  -0.2093
H -2.59 1.52 1.15  0.2500
H 2.59 -3.03 1.23  0.4058
H 0.01 1.68 -2.08  0.3832
H -0.17 -4.03 -1.25  0.2878
H -2.06 1.90 -0.35  0.3299
H 0.67 1.09 1.25  0.1580

No. 8
Below is a 8-piece molecular cluster, C5H26N2O7 overall at a distorted geometry, with properties calculated with ωB97M-V with the def2-TZVPD basis set.

## Properties
Maximum force: 8.75 eV/Å
HOMO energy: -0.3275 Ha
2S+1: 1
Orbital gap: 8.9 eV
Energy above the lowest of the compared OMol25 structures with the same formula, charge and spin: 5.5675 eV
Charge: 0
SMILES: [H]/N=C\NCCCC.O.O.O.O.O.O.O

Each line ends with the Mulliken charge.
CARTESIAN COORDINATES (ANGSTROEM)
H 3.30 -0.82 2.16  0.4003
H 2.82 -0.36 -2.62  0.6367
H 2.33 -1.92 -2.79  0.3292
H 0.95 0.28 3.72  0.2090
O -3.64 -1.96 1.18  -0.6372
H -1.13 1.55 -0.89  0.2866
O -2.58 0.35 2.22  -0.6405
C 2.09 -0.93 -2.30  -0.9691
H 0.33 0.41 -2.51  0.2053
O -0.96 3.39 1.72  -0.5099
H -2.21 -3.32 -1.44  0.3188
H -4.37 -1.60 0.50  0.3376
H 0.94 2.44 -1.68  0.3437
C 2.40 0.19 -0.02  -1.1388
H -2.24 1.20 2.60  0.2504
H 0.60 -1.13 -0.52  -0.9460
H -1.88 -0.22 2.40  0.3756
H 2.45 1.22 -0.41  0.3386
C 2.38 -0.25 2.41  0.2788
H -1.27 -2.16 -0.92  0.2755
H -1.57 3.99 1.99  0.2610
H -1.15 -1.83 0.42  0.4340
H -3.61 -1.30 1.94  0.3616
H -2.20 -0.55 0.32  0.1494
O -1.16 -0.78 0.24  -0.6730
H 0.79 0.56 1.34  0.1053
N 1.77 -0.28 3.57  -0.7932
C 0.70 -0.55 -3.00  -0.7851
H 1.24 -0.10 -4.04  0.2940
H -0.10 -1.36 -3.09  0.2384
C 1.68 -0.98 -0.78  1.1409
H 3.52 0.03 -0.05  0.3724
O -1.33 -3.19 -1.03  -0.6380
H 1.92 -1.94 -0.26  0.4210
N 1.88 0.45 1.33  -0.2094
H -2.36 0.67 -0.35  0.3444
O -2.08 1.28 -1.09  -0.6585
H -0.51 3.74 1.02  0.2649
H 1.17 2.62 -0.23  0.2908
O 1.05 3.16 -1.04  -0.6652

Q: 2S+1 of number 1 (C5H24N2O6)?
A: 1